i) Below is the ion C2H2NO2 with charge -1, with properties calculated with ωB97M-V with the def2-TZVPD basis set.

Its charge is -1. The HOMO-LUMO gap (spin up / spin down) is 6.75 / 6.75 eV.

Last column: Mulliken charge in e.
Geometry (Å):
O (0.5787, 0.7066, 2.0324)  -0.686
C (0.3801, 0.0722, 0.9776)  0.244
C (0.4631, -0.0013, -0.7459)  -0.754
N (-0.6118, 0.0485, 0.2014)  0.483
O (-1.6825, -0.5414, 0.0244)  -0.828
H (0.3923, -1.0596, -0.9718)  0.312
H (0.4800, 0.7750, -1.5182)  0.230

***

ii) Below is the ion C2H2NO2 with charge -1, with properties calculated with ωB97M-V with the def2-TZVPD basis set.

Its charge is -1. The HOMO-LUMO gap is 8.46 eV.

Last column: Mulliken charge in e.
Geometry (Å):
C (0.3459, -0.6231, -0.2301)  -0.338
N (1.1318, -0.3075, 0.7066)  -0.442
C (2.4405, 0.1962, 0.1948)  0.671
O (2.7727, 1.3022, 0.5907)  -0.710
O (2.9537, -0.5386, -0.6126)  -0.673
H (-0.5422, -1.1424, 0.0995)  0.251
H (0.6847, -0.5929, -1.3099)  0.241

***

Most stable of them? ii).

***

i) Below is an isolated molecule of C8H12O, with properties calculated with ωB97M-V with the def2-TZVPD basis set.

The HOMO-LUMO gap is 8.80 eV.

Last column: Mulliken charge in e.
Geometry (Å):
C (2.2130, 1.6705, 0.4519)  -0.735
C (1.3151, 0.9047, -0.0968)  -0.172
C (0.7905, -0.1249, -0.8331)  -0.109
C (0.4159, -1.4752, -0.2621)  0.920
C (-0.4496, -2.3054, -1.1904)  -1.310
O (1.0620, -1.9990, 0.6555)  -0.668
C (-0.3631, 0.3939, 0.2157)  0.967
C (-1.4681, 1.1721, -0.4426)  -1.509
C (-0.4512, 0.3153, 1.7121)  -1.530
H (1.9355, 2.3786, 1.2285)  0.241
H (3.2594, 1.5978, 0.1733)  0.253
H (0.5498, 0.0760, -1.8697)  0.386
H (0.0922, -3.2140, -1.4621)  0.372
H (-1.3574, -2.5885, -0.6552)  0.298
H (-0.7339, -1.7981, -2.1150)  0.320
H (-2.4322, 0.7971, -0.0842)  0.385
H (-1.4689, 1.1017, -1.5326)  0.338
H (-1.4255, 2.2358, -0.1849)  0.354
H (-1.3737, -0.2121, 1.9742)  0.433
H (-0.4939, 1.3101, 2.1714)  0.383
H (0.3840, -0.2365, 2.1463)  0.382

***

ii) Below is an isolated molecule of C8H12O, with properties calculated with ωB97M-V with the def2-TZVPD basis set.

The HOMO-LUMO gap is 10.62 eV.

Last column: Mulliken charge in e.
Geometry (Å):
C (1.1766, 1.9540, 2.1711)  0.161
C (0.5737, 0.9352, 1.9911)  -0.574
C (-0.2296, -0.2486, 1.5998)  -0.804
C (-0.6000, -0.1408, 0.0738)  1.123
C (-1.6440, 1.0003, 0.0142)  -1.757
C (0.5582, 0.3709, -0.8634)  -0.671
C (0.8222, -0.8594, -1.8079)  -0.673
C (0.2737, -1.9573, -0.8660)  -0.436
O (-0.9581, -1.3910, -0.4587)  -0.553
H (1.5056, 2.9653, 2.1213)  0.394
H (0.3284, -1.1607, 1.8256)  0.271
H (-1.1779, -0.1986, 2.1412)  0.354
H (-1.1245, 1.9492, 0.1619)  0.435
H (-2.0781, 0.9968, -0.9942)  0.373
H (-2.4191, 0.9305, 0.7861)  0.389
H (1.5261, 0.5561, -0.3947)  0.377
H (0.2268, 1.1857, -1.5104)  0.333
H (0.1387, -0.8967, -2.6602)  0.295
H (1.8901, -0.9791, -1.9999)  0.352
H (0.9952, -2.0525, -0.0329)  0.165
H (0.2161, -2.9592, -1.2977)  0.445

***

Most stable of them? ii).

***

i) Below is a cluster of 4 separate species, C2H6O2S in total, with properties calculated with ωB97M-V with the def2-TZVPD basis set.

The HOMO-LUMO gap is 9.31 eV.

Last column: Mulliken charge in e.
Geometry (Å):
C (-0.3203, -2.0926, 0.2323)  -0.544
C (-1.3027, -1.2369, 0.2446)  -0.400
O (3.6859, 0.0099, 1.1657)  -0.391
O (3.2623, -0.9832, -1.0224)  -0.351
S (2.9781, 0.0547, -0.1075)  0.734
H (-0.3603, -2.8013, 1.0407)  0.224
H (0.3127, -2.1982, -0.6468)  0.313
H (0.9254, 4.1175, 0.2772)  0.095
H (-2.1933, -1.2889, 0.8350)  0.254
H (-1.3331, -0.3927, -0.5937)  0.155
H (1.0201, 3.5507, -0.3318)  -0.090

***

ii) Below is a structure of composition C2H6O2S, with properties calculated with ωB97M-V with the def2-TZVPD basis set.

The HOMO-LUMO gap is 9.56 eV.

Last column: Mulliken charge in e.
Geometry (Å):
C (1.3229, -0.1773, 0.4620)  -0.759
C (0.4710, 0.8441, 0.6841)  -0.519
O (-2.3737, -0.4578, 0.7726)  -0.451
O (-2.0274, 1.2877, -0.7806)  -0.464
S (-1.5487, 0.0577, -0.2364)  0.745
H (2.1010, -0.0543, -0.2565)  0.411
H (1.1957, -1.1216, 0.9236)  0.350
H (0.6856, -1.0618, -1.6029)  -0.065
H (0.4840, 1.8250, 0.3629)  0.371
H (-0.3736, 0.6956, 1.3220)  0.270
H (0.0631, -1.8373, -1.6508)  0.110

***

Most stable of them? i).

***

i) Below is an isolated molecule of CF2O3S, with properties calculated with ωB97M-V with the def2-TZVPD basis set.

The HOMO-LUMO gap is 11.83 eV.

Last column: Mulliken charge in e.
Geometry (Å):
O (-1.6423, 0.2481, 1.0734)  -0.319
C (-0.9781, 0.1139, 0.1321)  0.578
F (-1.5669, -0.0065, -1.0528)  -0.158
S (0.7180, -0.2373, -0.0026)  1.113
O (1.0028, -0.9228, -1.1927)  -0.473
O (1.2795, -0.5472, 1.2297)  -0.471
F (1.1869, 1.3518, -0.1871)  -0.270

***

ii) Below is an isolated molecule of CF2O3S, with properties calculated with ωB97M-V with the def2-TZVPD basis set.

The HOMO-LUMO gap is 10.79 eV.

Last column: Mulliken charge in e.
Geometry (Å):
O (1.9771, 1.0357, -0.1529)  -0.296
C (1.2898, 0.1049, -0.0386)  0.579
F (1.6294, -1.1564, 0.0614)  -0.136
S (-0.9343, 0.1776, 0.0420)  0.951
O (-1.4810, 0.8115, -1.1024)  -0.434
O (-1.3693, 0.4849, 1.3585)  -0.438
F (-1.1117, -1.4583, -0.1680)  -0.226

***

Most stable of them? i).

***

i) Below is a structure of composition C49H43Cl4N8O5RbS, with properties calculated with ωB97M-V with the def2-TZVPD basis set.

Its charge is -2. The HOMO-LUMO gap is 5.23 eV.

Last column: Mulliken charge in e.
Geometry (Å):
Rb (0.1512, 1.3725, -0.4465)  0.561
Cl (-5.2272, 7.0868, 1.3268)  -0.299
C (-3.7862, 6.1090, 1.5046)  -0.092
C (-3.2799, 5.4486, 0.4000)  -0.264
C (-2.1456, 4.6323, 0.4734)  0.211
N (-1.7038, 3.9093, -0.6382)  0.069
C (-1.7779, 4.4749, -1.8307)  0.102
O (-2.1095, 5.6270, -2.1803)  -0.775
C (-1.4339, 3.5541, -2.9868)  0.511
C (-2.4516, 3.1975, -3.8741)  -0.717
C (-2.1458, 2.4342, -4.9823)  -0.391
C (-0.8227, 2.0696, -5.1962)  -0.563
C (0.1160, 2.4649, -4.2609)  -0.301
N (-0.1676, 3.1757, -3.1701)  -0.460
C (-1.5083, 4.4645, 1.7344)  -0.761
C (-2.0041, 5.2035, 2.8186)  -0.352
C (-3.1315, 5.9962, 2.7181)  -0.018
Cl (-3.7082, 6.8291, 4.1467)  -0.284
N (-0.5283, 3.4864, 1.8965)  0.415
C (0.3927, 3.6540, 2.8330)  0.146
O (0.6729, 4.6584, 3.5227)  -0.821
C (1.1851, 2.3935, 3.1696)  0.333
C (1.7518, 2.3145, 4.4431)  -0.804
C (2.3997, 1.1543, 4.8223)  -0.440
C (2.4839, 0.1070, 3.9159)  -0.930
C (1.9148, 0.2834, 2.6659)  -0.574
N (1.2787, 1.3919, 2.2950)  0.459
H (-3.7592, 5.5827, -0.5586)  0.615
H (-3.4605, 3.5367, -3.6781)  0.410
H (-2.9226, 2.1317, -5.6757)  0.380
H (-0.5261, 1.4748, -6.0506)  0.373
H (1.1579, 2.1841, -4.3838)  0.544
H (-1.4904, 5.1409, 3.7653)  0.679
H (1.6606, 3.1747, 5.0906)  0.486
H (2.8346, 1.0648, 5.8118)  0.386
H (2.9803, -0.8230, 4.1610)  0.433
H (1.9559, -0.5022, 1.9234)  0.641
C (-6.2306, 1.1878, -0.6274)  -0.624
C (-5.1256, 1.9904, -0.3868)  -0.874
C (-3.8759, 1.6141, -0.8658)  1.847
C (-3.7453, 0.4303, -1.5776)  -1.564
C (-4.8532, -0.3755, -1.8370)  -0.422
C (-6.0934, 0.0086, -1.3581)  -0.646
N (-2.4088, 0.1036, -1.9746)  1.569
N (-2.2972, -0.9916, -2.5353)  -0.875
C (-0.9600, -1.3290, -2.9294)  0.056
C (-0.7495, -2.6670, -3.2281)  -0.569
C (0.5270, -3.0578, -3.5998)  -0.449
C (1.5201, -2.0984, -3.6703)  -0.339
C (1.1929, -0.7814, -3.3691)  -0.527
N (-0.0246, -0.3948, -3.0103)  0.179
H (-7.2045, 1.4794, -0.2527)  0.403
H (-5.2203, 2.9140, 0.1716)  0.567
H (-3.0026, 2.2438, -0.6967)  0.013
H (-4.7246, -1.2917, -2.3967)  0.440
H (-6.9604, -0.6124, -1.5504)  0.365
H (-1.5724, -3.3641, -3.1481)  0.483
H (0.7499, -4.0958, -3.8094)  0.435
H (2.5386, -2.3622, -3.9198)  0.321
H (1.9525, -0.0102, -3.3952)  0.337
C (-3.2460, 2.5993, 4.5901)  -1.692
C (-3.2416, 1.8801, 3.2465)  0.793
C (-2.1825, 0.7868, 3.2296)  -0.488
S (-2.0743, -0.0340, 1.6304)  0.945
O (-0.9450, -1.0160, 1.7057)  -0.795
C (-3.6251, -1.0199, 1.7191)  -0.234
C (-3.3559, -2.4872, 2.0216)  -0.296
C (-2.9461, -2.7502, 3.4657)  -1.262
H (-3.9572, 3.4262, 4.5917)  0.375
H (-2.2596, 3.0177, 4.7973)  0.201
H (-3.5046, 1.9144, 5.4034)  0.495
H (-3.0203, 2.5958, 2.4528)  -0.532
H (-4.2353, 1.4676, 3.0433)  0.441
H (-2.3406, 0.0265, 3.9995)  0.719
H (-1.1927, 1.2299, 3.3494)  -0.448
H (-4.1079, -0.9042, 0.7481)  -0.479
H (-4.2738, -0.5677, 2.4711)  0.476
H (-2.5695, -2.8458, 1.3549)  0.151
H (-4.2654, -3.0464, 1.7808)  0.490
H (-1.9901, -2.2733, 3.6790)  0.222
H (-2.8343, -3.8206, 3.6504)  0.395
H (-3.6944, -2.3645, 4.1642)  0.316
Cl (7.4501, -4.5179, 1.2572)  -0.224
C (7.7538, -3.9359, -0.3482)  0.847
C (9.0285, -4.0852, -0.8720)  -0.625
C (9.2911, -3.6411, -2.1564)  -0.300
C (8.2860, -3.0541, -2.9071)  -0.701
C (7.0196, -2.9148, -2.3632)  1.108
Cl (5.7922, -2.1547, -3.3153)  -0.165
C (6.7101, -3.3466, -1.0665)  -1.766
N (5.4442, -3.1739, -0.4889)  0.201
C (4.3766, -3.9801, -0.8734)  0.781
C (4.5615, -5.1698, -1.5806)  -0.382
C (3.4817, -5.9778, -1.9099)  -0.818
C (2.2001, -5.6153, -1.5321)  -0.940
C (2.0189, -4.4354, -0.8159)  -0.338
C (3.0759, -3.6070, -0.4731)  0.250
C (2.8346, -2.3682, 0.3499)  -0.948
C (3.1435, -1.0429, -0.3988)  0.729
O (4.3622, -0.7498, -0.5252)  -0.913
O (2.1694, -0.4017, -0.8346)  -0.502
H (9.7989, -4.5441, -0.2684)  0.402
H (10.2844, -3.7479, -2.5728)  0.343
H (8.4728, -2.6929, -3.9089)  0.416
H (5.1735, -2.1671, -0.3262)  0.422
H (5.5626, -5.4627, -1.8749)  0.427
H (3.6526, -6.8951, -2.4617)  0.359
H (1.3508, -6.2395, -1.7819)  0.412
H (1.0221, -4.1371, -0.5101)  0.535
H (3.4753, -2.4045, 1.2378)  0.569
H (1.7918, -2.3504, 0.6672)  -0.008

***

ii) Below is a structure of composition C49H43Cl4N8O5RbS, with properties calculated with ωB97M-V with the def2-TZVPD basis set.

Its charge is -2. The HOMO-LUMO gap is 5.27 eV.

Last column: Mulliken charge in e.
Geometry (Å):
Rb (0.2142, 0.5494, -0.2561)  0.988
Cl (3.3636, -5.1437, -1.2119)  -0.286
C (3.0736, -3.4472, -1.5282)  0.001
C (1.8116, -3.0593, -1.9485)  -1.102
C (1.5111, -1.7207, -2.1945)  0.018
N (0.2458, -1.2414, -2.4562)  0.148
C (-0.7228, -1.8953, -3.0511)  -0.310
O (-0.7406, -2.9687, -3.6926)  -0.867
C (-2.0507, -1.1335, -2.9406)  0.464
C (-3.0566, -1.3765, -3.8736)  -0.740
C (-4.2185, -0.6292, -3.8210)  -0.586
C (-4.3596, 0.3240, -2.8202)  -0.837
C (-3.3253, 0.4635, -1.9080)  -0.691
N (-2.1969, -0.2365, -1.9607)  1.378
C (2.5493, -0.7557, -2.0488)  0.307
C (3.8038, -1.1725, -1.6290)  -0.439
C (4.0713, -2.5064, -1.3642)  0.229
Cl (5.6726, -2.9510, -0.8227)  -0.314
N (2.3091, 0.5636, -2.4493)  -0.077
C (2.4812, 1.5853, -1.6536)  -0.889
O (2.7449, 1.6237, -0.4246)  -0.334
C (2.2794, 2.9264, -2.3593)  0.099
C (2.2041, 2.9946, -3.7542)  -0.430
C (2.0198, 4.2180, -4.3618)  -0.516
C (1.9214, 5.3551, -3.5654)  -0.610
C (2.0313, 5.1933, -2.1963)  -0.332
N (2.2143, 4.0179, -1.5978)  -0.127
H (1.0432, -3.8015, -2.0930)  0.784
H (-2.8836, -2.1470, -4.6126)  0.530
H (-5.0072, -0.7827, -4.5497)  0.393
H (-5.2501, 0.9348, -2.7377)  0.478
H (-3.4017, 1.1736, -1.0871)  0.242
H (4.5851, -0.4356, -1.4963)  0.390
H (2.2682, 2.0684, -4.3072)  0.502
H (1.9430, 4.2904, -5.4411)  0.415
H (1.7591, 6.3374, -3.9919)  0.383
H (1.9542, 6.0546, -1.5363)  0.389
C (0.1988, 6.0398, 3.0312)  -0.492
C (0.5140, 4.6965, 2.8829)  -0.822
C (0.1342, 4.0243, 1.7310)  0.353
C (-0.5408, 4.7036, 0.7308)  -0.064
C (-0.8556, 6.0514, 0.8656)  -0.459
C (-0.4880, 6.7145, 2.0239)  -0.604
N (-0.8446, 3.9079, -0.4095)  0.935
N (-1.1227, 4.5337, -1.4335)  -0.615
C (-1.2764, 3.6639, -2.5719)  -0.245
C (-1.9232, 4.1786, -3.6860)  -0.937
C (-1.9996, 3.3727, -4.8104)  -0.701
C (-1.4117, 2.1174, -4.7777)  -0.965
C (-0.7888, 1.7002, -3.6065)  -0.222
N (-0.7336, 2.4614, -2.5180)  1.532
H (0.4853, 6.5660, 3.9338)  0.377
H (1.0537, 4.1699, 3.6593)  0.350
H (0.3649, 2.9793, 1.5582)  0.459
H (-1.3806, 6.5566, 0.0652)  0.406
H (-0.7327, 7.7631, 2.1442)  0.354
H (-2.3372, 5.1776, -3.6537)  0.535
H (-2.4993, 3.7266, -5.7046)  0.406
H (-1.4315, 1.4631, -5.6392)  0.526
H (-0.3099, 0.7285, -3.5205)  0.202
C (4.8736, 3.2153, 2.8953)  -1.672
C (3.6233, 2.4261, 2.5249)  0.893
C (3.9261, 0.9570, 2.2736)  -1.326
S (2.4221, 0.0505, 1.8690)  0.779
O (2.8536, -1.3060, 1.4256)  -0.718
C (1.7266, -0.1432, 3.5702)  -1.064
C (1.7757, -1.5878, 4.0466)  -0.111
C (3.1744, -2.0433, 4.4480)  -1.355
H (4.6410, 4.2689, 3.0652)  0.405
H (5.6119, 3.1618, 2.0922)  0.347
H (5.3391, 2.8201, 3.8027)  0.349
H (3.1724, 2.8314, 1.6158)  -0.109
H (2.8831, 2.5220, 3.3279)  -0.037
H (4.4197, 0.4592, 3.1133)  0.671
H (4.5275, 0.8381, 1.3708)  0.468
H (0.6919, 0.1914, 3.4723)  0.121
H (2.2582, 0.5228, 4.2580)  0.619
H (1.3853, -2.2220, 3.2504)  0.043
H (1.0922, -1.6842, 4.8966)  0.569
H (3.8412, -2.0112, 3.5869)  0.246
H (3.1571, -3.0697, 4.8223)  0.401
H (3.5854, -1.4058, 5.2393)  0.318
Cl (-2.6788, -5.2112, 4.7865)  -0.248
C (-1.7955, -5.8886, 3.4489)  0.589
C (-1.1689, -7.1091, 3.6356)  -0.555
C (-0.4612, -7.6735, 2.5883)  -0.340
C (-0.3664, -7.0080, 1.3785)  -0.759
C (-0.9905, -5.7805, 1.2127)  0.919
Cl (-0.7333, -4.9359, -0.2656)  0.103
C (-1.7506, -5.1912, 2.2383)  -1.309
N (-2.3724, -3.9351, 2.1330)  0.578
C (-3.3731, -3.6721, 1.1979)  0.925
C (-4.1103, -4.6847, 0.5807)  -0.491
C (-5.0953, -4.3870, -0.3472)  -0.705
C (-5.3785, -3.0687, -0.6613)  -0.826
C (-4.6923, -2.0620, 0.0066)  -0.493
C (-3.7061, -2.3263, 0.9470)  0.659
C (-3.1418, -1.1769, 1.7498)  -1.936
C (-1.6443, -0.7909, 1.6859)  0.649
O (-0.7788, -1.7055, 1.6938)  -0.382
O (-1.4006, 0.4342, 1.7007)  -0.740
H (-1.2371, -7.5994, 4.5968)  0.406
H (0.0377, -8.6247, 2.7226)  0.346
H (0.2208, -7.4070, 0.5630)  0.430
H (-1.6958, -3.1350, 2.2045)  0.157
H (-3.8876, -5.7180, 0.8152)  0.433
H (-5.6304, -5.1948, -0.8332)  0.363
H (-6.1240, -2.8206, -1.4066)  0.356
H (-4.9326, -1.0263, -0.2041)  0.254
H (-3.3283, -1.3820, 2.8128)  0.395
H (-3.7016, -0.2764, 1.5004)  0.422

***

Most stable of them? i).

***

i) Below is a cluster of 2 separate species, C3H4BrN in total, with properties calculated with ωB97M-V with the def2-TZVPD basis set.

The HOMO-LUMO gap (spin up / spin down) is 8.39 / 8.16 eV.

Last column: Mulliken charge in e.
Geometry (Å):
C (1.3325, -0.7594, 0.0918)  0.445
C (0.0329, -1.1945, -0.1815)  -0.718
C (-0.8470, 1.0439, 0.2700)  -0.525
N (2.3735, -0.3555, 0.3673)  -0.375
Br (0.1716, 2.0148, -1.0428)  -0.054
H (-0.2449, -1.0721, -1.2244)  0.333
H (-0.3391, -2.0503, 0.4863)  0.262
H (-0.5152, 1.3241, 1.2975)  0.334
H (-1.9643, 1.0491, -0.0643)  0.298

***

ii) Below is a cluster of 2 separate species, C3H4BrN in total, with properties calculated with ωB97M-V with the def2-TZVPD basis set.

The HOMO-LUMO gap is 10.86 eV.

Last column: Mulliken charge in e.
Geometry (Å):
C (2.1948, 2.0173, -0.3373)  -0.211
C (-0.3344, -1.1490, 0.6441)  -0.307
C (-0.9169, -0.3958, -0.2295)  -0.400
N (1.0605, 2.1797, -0.4511)  -0.044
Br (-2.3129, 1.0036, 0.2132)  -0.179
H (0.0716, 2.1746, -0.4607)  0.264
H (0.2925, -1.9611, 0.3240)  0.262
H (-0.5206, -0.9117, 1.7303)  0.204
H (-0.6138, -0.4802, -1.2606)  0.410

***

iii) Below is a structure of composition C3H4BrN, with properties calculated with ωB97M-V with the def2-TZVPD basis set.

The HOMO-LUMO gap is 10.75 eV.

Last column: Mulliken charge in e.
Geometry (Å):
C (-0.2146, -0.0510, -1.3103)  -0.105
C (-0.3758, -0.3414, 0.6224)  -0.558
C (0.2482, 0.8903, -0.1420)  0.113
N (-0.5579, -1.0382, -0.6390)  -0.425
Br (-0.8792, 2.4622, 0.1146)  -0.173
H (-0.2255, 0.0225, -2.4193)  0.322
H (0.1234, -0.9559, 1.4479)  0.243
H (-1.3116, -0.0363, 1.0972)  0.258
H (1.4036, 1.1237, -0.1695)  0.326

***

Most stable of them? iii).